Record 1
DFT (ωB97M-V with the def2-TZVPD basis set) results for C54H46N10O5PbSeTe as an isolated structure in a non-equilibrium geometry.

XYZ file:
```
118
Properties=species:S:1:pos:R:3:forces:R:3
Pb 0.0876 0.2091 -0.1715 0.20 0.10 0.02
C -1.2058 -3.8505 -1.9445 0.10 -0.14 0.12
C -2.0619 -3.5642 -3.0247 -0.06 0.17 -0.01
C -2.6340 -2.3271 -3.1175 0.08 -0.26 -0.01
C -2.3187 -1.3122 -2.1609 -0.19 0.14 0.20
N -1.4412 -1.5955 -1.1600 -0.19 0.08 -0.45
C -0.9492 -2.8352 -1.0549 0.09 0.03 -0.01
N -2.9657 -0.1515 -2.2752 -0.14 -0.11 -0.24
C -2.5708 1.0535 -1.8842 -0.05 0.06 -0.06
N -1.3129 1.4621 -1.4996 0.04 -0.17 -0.04
C -1.2604 2.8379 -1.5010 -0.08 0.08 -0.14
N -0.2267 3.6528 -1.3420 0.13 0.16 0.08
C 1.0495 3.3453 -1.1135 -0.14 0.00 -0.10
C 1.9553 4.4519 -1.1129 0.29 0.05 0.07
C 3.2890 4.2756 -0.8893 -0.22 -0.02 -0.06
C 3.7784 2.9742 -0.6753 0.15 -0.15 0.07
C 2.8706 1.9473 -0.6835 0.10 0.06 -0.13
N 1.5545 2.0903 -0.8968 -0.25 0.22 -0.06
C -2.5751 3.3438 -1.8236 0.01 -0.41 0.07
C -3.0835 4.6353 -1.9234 -0.11 0.16 0.00
C -4.4263 4.7890 -2.2128 0.21 0.16 0.04
C -5.2565 3.6748 -2.4174 -0.07 -0.24 -0.03
C -4.7526 2.3888 -2.3499 -0.20 0.08 -0.09
C -3.4042 2.2252 -2.0496 0.39 0.07 0.22
H -0.7554 -4.8264 -1.8181 -0.01 0.00 0.04
H -2.2527 -4.3168 -3.7816 -0.08 -0.01 0.02
H -3.3148 -2.0710 -3.9171 0.00 0.04 0.01
H -0.3053 -3.0020 -0.1926 0.10 -0.01 -0.09
H 1.5342 5.4285 -1.3037 -0.05 0.00 0.05
H 3.9660 5.1214 -0.8775 -0.03 0.03 -0.03
H 4.8285 2.7818 -0.5021 -0.02 -0.04 0.02
H 3.2069 0.9284 -0.5196 0.03 -0.13 0.03
H -2.4365 5.4879 -1.7598 0.00 -0.01 0.01
H -4.8483 5.7853 -2.2776 -0.01 -0.01 0.00
H -6.3097 3.8275 -2.6230 0.01 0.00 -0.03
H -5.3899 1.5288 -2.5155 0.03 -0.02 0.01
O 6.5076 -2.2628 0.6973 0.15 0.03 0.11
C 6.1218 -2.7923 -0.4494 0.05 0.01 -0.13
O 6.8716 -3.4519 -1.1309 0.02 0.01 -0.05
C 4.7239 -2.5452 -0.8902 -0.26 0.07 0.34
C 4.2547 -2.8587 -2.1439 0.29 -0.01 -0.06
N 2.9493 -2.5538 -2.1584 -0.01 -0.03 -0.06
N 2.5108 -2.0835 -0.9966 -0.20 0.13 0.32
C 3.5718 -2.0622 -0.2004 0.07 -0.22 -0.57
C 3.4334 -1.5777 1.1944 -0.24 0.08 0.78
O 4.4381 -1.1757 1.8180 -0.12 -0.10 -0.35
O 2.2587 -1.6138 1.7022 0.94 0.82 -0.50
H 5.7811 -1.7482 1.1540 -0.09 -0.08 -0.11
H 4.7774 -3.2570 -2.9962 -0.01 -0.03 0.01
H 2.3013 -2.6421 -2.9236 -0.03 0.01 0.03
C -4.5735 -4.8989 -0.3233 -0.14 -0.02 -0.09
N -3.4725 -5.0233 0.5979 0.21 0.06 0.12
C -2.9461 -3.9930 1.3209 -0.12 0.02 0.19
Se -3.5398 -2.2931 1.4088 -0.14 0.21 -0.02
N -1.9220 -4.5197 2.0541 -0.06 -0.07 -0.20
C -1.8310 -5.8831 1.8549 -0.02 -0.14 0.02
C -1.0330 -6.8580 2.4265 -0.07 0.03 -0.06
C -1.2715 -8.1744 2.0462 0.13 0.02 0.07
C -2.2573 -8.4952 1.1201 -0.05 -0.02 -0.06
C -3.0513 -7.5137 0.5357 0.01 0.01 0.03
C -2.8280 -6.2042 0.9248 0.11 -0.10 0.06
H -4.6723 -3.8527 -0.6032 0.04 0.00 0.01
H -5.5048 -5.2324 0.1399 0.01 0.00 0.00
H -4.3749 -5.4952 -1.2135 0.05 0.01 0.01
H -1.3453 -3.9495 2.6490 -0.03 0.04 0.05
H -0.2707 -6.6061 3.1518 -0.03 -0.03 0.01
H -0.6814 -8.9653 2.4902 0.01 0.00 -0.02
H -2.4187 -9.5328 0.8591 0.00 0.01 -0.03
H -3.8241 -7.7712 -0.1755 -0.01 0.03 0.00
C 4.1093 -5.8506 6.4336 -0.06 0.10 -0.01
C 3.5007 -4.6486 5.7652 0.00 -0.04 0.05
C 2.8446 -4.7316 4.5569 -0.02 -0.07 0.06
C 2.3046 -3.6183 3.9119 -0.36 0.21 -0.23
C 1.6119 -3.9349 2.6042 -0.12 -0.16 0.12
C 2.4120 -2.3495 4.4970 0.52 -0.01 0.20
Te 2.1905 -0.3422 3.5973 -0.66 0.10 0.84
N 0.8153 0.4472 2.3560 0.19 -0.21 -0.24
C 0.6899 1.7688 2.2363 0.03 -0.09 0.29
O -0.1960 2.2400 1.4814 0.03 -0.35 0.04
C 1.5919 2.7737 2.9115 0.20 0.05 -0.21
C 1.0398 3.8457 3.6050 -0.15 0.02 0.04
C 1.8512 4.8325 4.1402 -0.03 -0.01 0.01
C 3.2274 4.7737 3.9665 0.14 -0.03 0.01
C 3.7873 3.7275 3.2503 -0.02 0.00 0.05
C 2.9742 2.7292 2.7320 -0.14 0.03 -0.06
C 0.6371 0.1524 5.0246 -0.13 -0.06 0.17
C 0.7591 1.3189 5.7737 0.29 -0.18 -0.01
C -0.3190 1.8353 6.4733 -0.08 0.07 0.12
C -1.5365 1.1776 6.4378 0.00 0.06 0.03
C -1.6671 0.0087 5.7053 0.03 0.01 -0.03
C -0.6024 -0.5117 4.9755 0.30 -0.07 -0.02
C -0.8288 -1.7473 4.1381 -0.13 0.25 0.34
C 3.0722 -2.2552 5.7585 -0.17 -0.06 -0.08
C 3.2605 -0.9935 6.5697 -0.08 0.06 -0.29
C 3.5850 -3.3986 6.3570 -0.05 -0.04 -0.13
H 3.9969 -6.7432 5.8200 0.03 -0.02 0.01
H 3.6374 -6.0327 7.4010 0.00 -0.04 0.00
H 5.1715 -5.6805 6.6160 0.02 -0.07 -0.01
H 2.7414 -5.6997 4.0762 0.00 0.00 -0.03
H 1.0544 -4.8688 2.7059 0.08 -0.03 0.05
H 2.3575 -4.0854 1.8199 -0.15 0.00 -0.04
H 0.9374 -3.1559 2.2700 0.01 -0.14 -0.02
H -0.0362 3.9032 3.7095 -0.01 -0.01 -0.03
H 1.4131 5.6669 4.6740 -0.04 -0.03 0.02
H 3.8666 5.5475 4.3737 -0.04 0.03 0.00
H 4.8551 3.6936 3.0736 0.00 0.00 0.01
H 3.4175 1.9543 2.1213 0.01 -0.09 0.01
H 1.7108 1.8399 5.8068 -0.02 0.04 -0.03
H -0.2140 2.7565 7.0332 0.04 0.00 -0.01
H -2.3904 1.5891 6.9613 -0.01 -0.04 0.03
H -2.6274 -0.4930 5.6689 0.01 -0.02 -0.05
H -1.8374 -1.7310 3.7240 0.04 -0.06 -0.03
H -0.7041 -2.6518 4.7437 0.07 -0.01 -0.04
H -0.1293 -1.7717 3.3110 -0.03 -0.07 -0.20
H 3.6796 -0.1790 5.9784 0.04 0.11 0.04
H 3.9363 -1.1870 7.4017 0.02 0.01 -0.07
H 2.3143 -0.6539 6.9798 -0.13 0.12 0.02
H 4.0842 -3.3049 7.3159 0.00 0.04 -0.01
```
Forces are in eV/Å.

Energy above the lowest of the compared OMol25 structures with the same formula, charge and spin   35.2 kcal per mole
E_HOMO (spin up / spin down)   -2.22 / -4.72 eV
DFT total energy   -159773.504 eV
Charge   -1
Frontier orbital gap (spin up / spin down)   4.16 / 6.66 eV
Expectation value of S²   0.776
2S+1   2


Record 2
DFT (ωB97M-V with the def2-TZVPD basis set) results for C47H46GaN5O2P2S2Te as an isolated structure in a non-equilibrium geometry.

XYZ file:
```
106
Properties=species:S:1:pos:R:3:forces:R:3
Ga -1.6795 -0.0546 -0.0851 -0.61 -1.19 0.36
N -2.3698 -1.1003 3.1452 -0.12 -0.11 0.02
C -3.4322 -0.9512 2.3031 0.31 0.09 0.59
N -3.3408 -0.3801 1.1316 1.05 0.52 -1.08
C -4.5438 -0.3957 0.4205 0.85 0.88 -1.60
C -5.5420 -1.0087 1.0341 -1.01 -0.75 0.27
S -5.0253 -1.4895 2.5936 -0.34 -0.74 1.02
C -4.5065 0.2606 -0.9171 0.05 -0.77 0.39
C -5.5269 0.7082 -1.7084 0.73 -0.06 1.79
S -4.8589 1.6915 -2.9376 0.72 0.14 -0.48
C -3.2290 1.3586 -2.3921 0.50 -0.39 0.43
N -3.2021 0.5139 -1.3369 -1.21 0.92 -1.59
N -2.1162 1.8789 -2.9836 -0.46 -0.81 0.58
H -1.5953 -0.4464 3.1263 -0.23 0.16 -0.27
H -2.4726 -1.5402 4.0482 -0.34 -0.02 -0.17
H -6.4953 -1.3491 0.6245 0.30 0.45 0.30
H -6.5695 0.7461 -1.3879 0.36 -0.07 -0.52
H -2.2183 2.6564 -3.6149 -0.01 -0.04 -0.03
H -1.2249 1.8187 -2.4668 -0.82 0.11 -0.19
C 1.2311 -1.7923 1.5405 0.69 -0.39 0.73
N 1.2522 -2.6723 0.3806 0.45 0.69 0.45
C -0.0042 -3.2533 0.1270 -0.51 -1.26 -2.59
P -1.1941 -2.3168 -0.9907 -0.01 0.31 -0.81
C -2.6264 -3.4616 -1.1502 0.64 1.66 -0.48
C -2.8657 -4.1925 -2.2876 2.25 0.01 -1.86
C -3.8695 -5.0758 -2.3870 -3.42 -1.19 1.12
C -4.7291 -5.2232 -1.2644 1.07 0.22 0.08
C -4.4891 -4.4843 -0.0690 -1.09 -1.20 -1.65
C -3.5254 -3.4859 -0.1200 0.23 -1.65 1.47
C -0.4253 -2.2180 -2.6680 -1.22 -1.11 -0.03
C 0.8070 -2.8469 -2.8942 0.98 1.08 -0.53
C 1.3267 -2.9287 -4.2116 -1.73 -0.52 1.15
C 0.4936 -2.5933 -5.2985 0.92 0.20 0.06
C -0.7477 -2.0313 -5.1038 -0.58 -0.07 2.89
C -1.2498 -1.8840 -3.7616 0.08 1.12 -1.50
C 2.3927 -3.5229 0.3651 0.97 -0.41 -0.02
C 3.6470 -2.9149 0.1755 0.22 -1.68 -0.24
C 4.8263 -3.6822 0.1294 -0.74 0.28 0.29
C 4.7687 -5.0988 0.3157 1.39 3.05 -0.31
C 3.5310 -5.6327 0.5503 -0.17 -1.73 0.25
C 2.3454 -4.8894 0.5667 -1.24 -1.04 -0.34
P 0.6297 -0.1537 1.0822 -1.07 -0.32 -0.02
C 0.7483 0.8006 2.5972 0.45 -1.31 -0.88
C 1.4028 0.3004 3.7130 0.58 1.08 0.88
C 1.7038 1.2085 4.7328 0.57 -0.74 1.44
C 1.2679 2.5432 4.7199 -0.54 -1.42 -1.45
C 0.4517 2.9512 3.6788 0.32 -0.83 -1.06
C 0.2902 2.0659 2.5582 -1.79 3.90 0.91
C 1.8715 0.3379 -0.0825 0.88 0.86 -1.13
C 1.6104 0.2558 -1.4494 -2.58 -0.74 0.78
C 2.5452 0.4784 -2.4269 -0.63 0.21 0.17
C 3.7649 0.9500 -2.0486 1.79 -0.38 0.36
C 4.0403 1.1294 -0.6878 0.30 -0.42 0.00
C 3.1524 0.7867 0.2882 -2.08 -0.50 0.27
H 2.2626 -1.6741 1.9702 -0.93 -0.32 -0.46
H 0.5664 -2.2261 2.3101 0.27 0.12 0.12
H -0.6061 -3.4527 0.9878 -0.39 -0.52 0.91
H 0.1403 -4.1990 -0.4948 -0.32 1.00 1.03
H -2.1897 -4.1652 -3.1404 0.09 0.33 0.25
H -4.1718 -5.6767 -3.2656 0.85 0.59 0.40
H -5.4760 -6.0007 -1.3957 -0.15 0.24 0.66
H -5.0422 -4.7822 0.8293 0.15 0.63 -0.31
H -3.2454 -3.0146 0.7952 -0.13 0.62 0.56
H 1.4584 -3.0813 -2.0289 -0.46 -0.07 -0.80
H 2.2766 -3.4198 -4.2848 0.38 0.07 -0.55
H 0.8149 -2.6934 -6.3285 0.31 -0.17 0.13
H -1.3717 -1.7134 -5.9062 -0.25 0.04 -0.55
H -2.2720 -1.3955 -3.6973 1.33 -0.79 0.42
H 3.6040 -1.8854 -0.0552 0.43 1.12 -0.08
H 5.7931 -3.1563 -0.0108 -0.75 -0.55 -0.03
H 5.7945 -5.5091 0.2576 -1.24 -0.81 0.26
H 3.4629 -6.7084 0.7557 -0.09 0.41 -0.22
H 1.3563 -5.4663 0.6186 1.62 0.99 0.26
H 1.7428 -0.7179 3.7180 0.17 -0.15 0.39
H 2.2681 0.8866 5.6566 -0.57 0.17 -1.32
H 1.5815 3.1913 5.4814 0.12 0.80 1.05
H -0.0023 3.9399 3.6552 0.23 -0.22 -0.08
H -0.2909 2.5181 1.7207 0.68 -0.83 0.51
H 0.5541 -0.0213 -1.7448 1.38 0.24 0.11
H 2.2261 0.3145 -3.4270 0.21 -0.07 -0.84
H 4.6057 0.9973 -2.7472 -0.47 0.45 0.07
H 4.9888 1.3994 -0.2999 1.02 0.48 -0.34
H 3.3285 0.8199 1.3485 0.65 0.31 0.23
O -1.0046 1.5983 -0.3408 0.57 1.50 -0.03
O -2.0364 2.5602 0.0822 0.20 -0.90 0.47
C 3.5272 6.0017 2.6516 0.97 -0.76 -0.28
C 2.3204 5.6207 1.8564 -0.16 0.72 -0.68
C 1.0753 6.1069 2.2445 -1.40 0.22 -0.60
C -0.0982 5.8241 1.5097 1.36 -0.66 -0.82
C -1.3984 6.4714 1.8251 -1.41 0.06 -0.21
C 0.0587 4.9754 0.3781 -1.21 -0.15 0.48
Te -1.6949 4.3155 -0.6680 0.53 1.46 -0.49
C 1.3033 4.5181 -0.0494 0.48 0.01 -0.99
C 1.5587 3.6677 -1.2877 -0.61 1.21 -0.80
C 2.4312 4.9030 0.6454 -0.15 -0.10 1.75
H 4.1666 6.7662 2.1702 -0.53 -0.24 0.18
H 4.1602 5.1059 2.7436 0.01 0.25 0.04
H 3.2772 6.3008 3.6577 -0.12 0.30 0.20
H 0.9169 6.8086 3.0665 0.55 -0.33 0.04
H -1.3731 7.1200 2.6979 0.14 -0.17 0.14
H -2.2507 5.7609 1.9058 0.70 0.18 0.36
H -1.7608 7.0999 0.9971 0.46 0.02 0.09
H 0.9008 2.8014 -1.2867 0.63 -0.40 0.12
H 2.6362 3.5337 -1.4035 -0.26 -0.78 0.31
H 1.3120 4.1766 -2.2530 -0.18 0.11 0.83
H 3.3888 4.4849 0.3637 0.13 0.23 -0.10
```
Forces are in eV/Å.

Energy above the lowest of the compared OMol25 structures with the same formula, charge and spin   12.9 kcal per mole
E_HOMO   -12.30 eV
DFT total energy   -160933.353 eV
Charge   +2
Frontier orbital gap   7.73 eV


Record 3
DFT (ωB97M-V with the def2-TZVPD basis set) results for C3H6N2O2 in the gas phase.

XYZ file:
```
13
Properties=species:S:1:pos:R:3:forces:R:3
C 1.6613 0.7336 -0.8497 0.24 0.15 0.11
O 0.5437 -0.0064 -1.3262 -0.08 -0.15 -0.01
C -0.5247 -0.3393 -0.5619 -0.27 -0.02 -0.01
N -1.6432 -0.6608 -1.0565 0.31 0.15 0.04
N -0.3098 -0.3448 0.8120 0.08 -0.01 0.11
C -1.2973 -0.4158 1.7767 0.01 0.02 0.22
O -1.0295 -0.3950 2.9558 -0.12 -0.07 -0.40
H 1.7916 0.6957 0.2346 0.00 0.01 -0.20
H 1.5668 1.7837 -1.1430 -0.05 -0.16 0.01
H 2.5462 0.3014 -1.3208 -0.12 0.09 0.05
H -1.6200 -0.5241 -2.0648 -0.04 -0.04 0.09
H 0.6282 -0.3445 1.1796 -0.08 -0.01 -0.01
H -2.3132 -0.4837 1.3643 0.12 0.04 0.00
```
Forces are in eV/Å.

Energy above the lowest of the compared OMol25 structures with the same formula, charge and spin   38.5 kcal per mole
E_HOMO   -9.93 eV
DFT total energy   -10283.127 eV
SMILES   [H]/N=C(/NC=O)OC
Charge   0
Frontier orbital gap   10.56 eV